Entry 1:
C34H53F18NO13 | ωB97M-V/def2-TZVPD

CARTESIAN COORDINATES (ANGSTROEM)
C -3.702 -1.372 -0.882
C -2.933 -2.053 -1.829
C -1.440 -1.866 -1.798
N -0.603 -2.547 -2.814
C -1.186 -2.450 -4.259
C -0.175 -2.743 -5.296
C 1.190 -2.091 -5.168
C 1.797 -2.475 -3.794
C 0.719 -1.997 -2.707
C -0.694 -3.981 -2.366
H -3.542 -0.402 -0.906
H -3.648 -1.486 0.113
H -4.922 -1.478 -1.039
H -3.248 -2.126 -2.871
H -3.192 -3.146 -1.558
H -1.036 -2.016 -0.872
H -1.431 -0.699 -1.775
H -1.407 -1.384 -4.340
H -2.009 -2.997 -4.261
H -0.389 -2.267 -6.100
H 0.016 -3.859 -5.413
H 1.045 -0.974 -5.258
H 1.799 -2.433 -6.013
H 2.716 -1.940 -3.725
H 2.004 -3.636 -3.603
H 0.859 -1.044 -2.607
H 1.188 -2.129 -1.775
H -1.647 -4.491 -2.445
H -0.452 -4.084 -1.240
H 0.090 -4.504 -2.957
C 0.202 0.267 1.405
O 0.608 -0.531 0.386
H -0.161 1.140 0.994
H 0.885 0.235 2.189
H -0.916 -0.089 1.653
C 2.593 2.882 -0.771
C 3.077 1.521 -1.216
O 4.255 1.652 -1.914
C 4.987 0.552 -2.407
O 4.843 -0.603 -2.074
C 6.123 0.955 -3.535
F 7.136 1.421 -2.908
F 6.656 -0.161 -4.086
F 5.612 1.825 -4.305
H 3.552 3.252 -0.218
H 1.795 3.022 -0.084
H 2.404 3.556 -1.621
H 2.089 1.185 -1.920
H 3.156 0.904 -0.395
C -3.408 -0.298 3.226
C -2.955 -0.302 4.714
O -2.989 0.968 5.329
C -2.508 1.130 6.532
O -2.060 0.208 7.383
C -2.349 2.561 6.905
F -1.168 3.174 6.495
F -3.480 3.250 6.360
F -2.412 2.746 8.288
H -2.942 0.702 2.874
H -4.520 -0.279 2.925
H -2.932 -1.153 2.767
H -1.939 -0.578 4.693
H -3.396 -0.934 5.469
C 0.674 -2.654 3.355
C -0.197 -3.275 2.312
O -1.566 -3.478 2.811
C -2.481 -3.981 2.063
O -2.416 -4.027 0.828
C -3.798 -4.208 2.786
F -3.668 -5.072 3.834
F -4.283 -2.988 3.392
F -4.687 -4.701 2.068
H 1.542 -2.198 3.125
H 0.564 -3.295 4.217
H 0.063 -1.868 4.011
H 0.376 -4.053 1.895
H -0.261 -2.448 1.443
C -1.868 3.750 2.809
C -0.469 3.943 2.495
O -0.299 5.481 2.110
C 0.857 5.865 1.574
O 1.835 5.151 1.360
C 0.724 7.421 1.356
F 0.042 7.881 2.430
F 1.943 7.994 1.236
F -0.053 7.549 0.310
H -2.513 3.886 2.014
H -2.170 4.315 3.612
H -1.871 2.539 3.122
H -0.116 3.370 1.777
H 0.249 3.710 3.363
C 4.339 -1.627 1.807
C 3.545 -2.358 0.709
O 4.167 -3.467 0.333
C 3.537 -4.522 -0.148
O 2.323 -4.600 -0.610
C 4.441 -5.722 -0.355
F 4.507 -6.618 0.648
F 3.986 -6.354 -1.456
F 5.702 -5.277 -0.618
H 3.761 -0.713 1.836
H 5.282 -1.324 1.405
H 4.359 -2.048 2.649
H 3.444 -1.522 -0.033
H 2.451 -2.431 1.010
C -1.284 2.198 -2.047
C -1.004 3.685 -2.166
O -2.064 4.298 -2.924
C -2.133 5.574 -3.000
O -1.405 6.359 -2.403
C -3.349 6.094 -3.764
F -3.583 5.569 -5.038
F -4.397 5.757 -3.102
F -3.403 7.536 -3.958
H -0.350 1.696 -1.582
H -1.486 1.751 -2.993
H -2.146 1.995 -1.450
H -0.160 3.788 -2.782
H -0.841 4.163 -1.250

Results
2S+1 = 1
HOMO level = -6.59 eV
gap between HOMO and LUMO = 6.48 eV
max |F| = 0.157 Eh/bohr
total energy = -113126.800 eV
energy relative to the best compared isomer or geometry (same formula, charge and spin) = 0.00 kcal per mole


Entry 2:
C34H53N2O22 | ωB97M-V/def2-TZVPD

CARTESIAN COORDINATES (ANGSTROEM)
O -3.679 -0.578 2.780
C -5.071 -0.496 3.122
C -5.974 -1.373 2.210
C -5.170 -2.229 1.215
C -4.795 -1.397 0.011
C -5.603 -0.724 -0.841
N -4.734 -0.101 -1.742
C -3.497 -0.402 -1.429
N -3.477 -1.193 -0.363
H -3.240 -1.072 3.475
H -5.354 0.550 3.018
H -5.190 -0.843 4.150
H -6.633 -0.690 1.674
H -6.632 -2.018 2.792
H -5.754 -3.091 0.890
H -4.252 -2.605 1.663
H -6.675 -0.675 -0.807
H -5.063 0.497 -2.481
H -2.639 -0.016 -1.963
H -2.649 -1.570 0.078
C -0.047 -5.741 2.395
C -0.945 -4.621 1.936
C -1.852 -4.968 0.780
O -2.041 -3.679 0.157
C -0.927 -2.947 0.424
O -0.663 -1.915 -0.125
O -0.180 -3.532 1.366
H 0.666 -5.383 3.136
H -0.634 -6.547 2.834
H 0.532 -6.140 1.560
H -1.513 -4.220 2.780
H -2.804 -5.393 1.088
H -1.379 -5.630 0.053
C 1.117 0.725 -0.771
C 2.445 1.390 -0.535
C 3.628 0.547 -0.931
O 4.655 1.040 -0.052
C 4.031 1.495 1.069
O 4.592 1.755 2.083
O 2.696 1.585 0.873
H 0.308 1.320 -0.347
H 0.936 0.595 -1.838
H 1.082 -0.250 -0.285
H 2.468 2.369 -1.014
H 3.914 0.668 -1.973
H 3.479 -0.514 -0.718
C -2.732 3.179 -6.622
C -2.030 2.296 -5.622
C -2.859 1.138 -5.121
O -2.293 0.910 -3.816
C -1.807 2.112 -3.389
O -1.472 2.325 -2.266
O -1.769 3.005 -4.390
H -2.131 4.061 -6.838
H -2.911 2.640 -7.551
H -3.688 3.531 -6.228
H -1.071 1.957 -6.018
H -2.772 0.248 -5.739
H -3.916 1.393 -5.001
C 1.942 5.967 -4.674
C 1.684 4.692 -3.913
C 2.927 3.991 -3.420
O 2.493 2.621 -3.371
C 1.528 2.477 -4.311
O 1.102 1.429 -4.686
O 1.114 3.678 -4.768
H 1.019 6.346 -5.110
H 2.358 6.729 -4.016
H 2.638 5.793 -5.497
H 0.978 4.872 -3.097
H 3.251 4.330 -2.439
H 3.761 4.061 -4.121
C 7.498 1.175 -0.736
C 8.760 0.364 -0.884
C 9.781 0.935 -1.839
O 10.467 -0.242 -2.284
C 9.585 -1.272 -2.212
O 9.747 -2.339 -2.702
O 8.484 -0.907 -1.501
H 6.775 0.636 -0.143
H 7.707 2.131 -0.253
H 7.041 1.364 -1.710
H 9.204 0.171 0.097
H 10.472 1.629 -1.367
H 9.323 1.413 -2.708
C -8.678 1.608 7.139
C -8.015 0.854 6.014
C -8.709 0.974 4.678
O -8.335 -0.258 4.037
C -8.134 -1.172 5.023
O -8.021 -2.340 4.837
O -8.075 -0.569 6.231
H -8.202 1.372 8.090
H -8.614 2.683 6.972
H -9.728 1.326 7.227
H -6.960 1.135 5.938
H -8.376 1.829 4.095
H -9.797 0.997 4.764
C 6.111 -0.873 3.001
C 6.026 -2.273 2.449
C 4.698 -2.608 1.815
O 4.627 -4.027 1.991
C 5.346 -4.327 3.108
O 5.317 -5.374 3.664
O 6.088 -3.260 3.496
H 7.038 -0.731 3.557
H 6.069 -0.142 2.196
H 5.291 -0.678 3.692
H 6.853 -2.465 1.759
H 4.648 -2.348 0.759
H 3.855 -2.153 2.343

Results
2S+1 = 1
HOMO level = -12.04 eV
gap between HOMO and LUMO = 9.86 eV
charge = +1
max |F| = 0.037 Eh/bohr
total energy = -84139.973 eV


- Which value of HOMO level does entry 1 give?
  -6.59 eV